Entry 1:
Formula: C50H72O13S3
Source: OMol25
Level of theory: ωB97M-V/def2-TZVPD

XYZ file:
```
138
C50H72O13S3 | OMol25 | ωB97M-V/def2-TZVPD
S -5.14 -4.83 -1.98
S 4.44 3.17 5.64
S -1.74 -3.97 -6.73
O 2.06 4.23 -9.98
O -7.30 -2.52 3.24
O 3.71 8.47 2.58
O 4.93 3.44 7.07
O 5.42 -4.02 0.88
O 5.05 -1.82 0.69
O -1.61 -2.52 -7.24
O 0.53 1.51 1.09
O -8.98 -0.94 3.36
O 3.03 6.62 1.51
O -1.26 0.27 1.80
O 0.16 4.48 -8.67
O -3.93 -4.91 -1.01
C -6.46 -5.88 -1.23
C 2.31 6.29 -4.68
C 0.91 0.65 -0.96
C -0.60 -2.56 9.22
C 2.94 6.79 -5.85
C 0.00 -0.41 -0.23
C 1.44 2.53 -8.28
C 2.65 -9.29 0.86
C 5.85 2.42 4.74
C -5.88 -3.11 -1.87
C -7.89 -1.38 3.73
C -7.58 3.54 -0.31
C -5.89 2.94 1.82
C 5.01 5.57 -5.41
C -0.79 -1.52 7.09
C 2.58 8.87 0.49
C -0.38 0.41 0.94
C 4.46 5.17 -4.21
C -1.02 -1.52 8.41
C 3.52 1.58 5.81
C 4.22 6.39 -6.31
C 1.26 3.82 -9.10
C 6.02 -5.03 0.09
C 3.59 9.88 2.41
C -6.09 2.08 0.76
C 1.77 -8.71 0.01
C 3.15 7.86 1.54
C -0.61 3.68 -7.77
C -6.35 -2.25 5.32
C 5.84 -2.98 -1.15
C 3.16 5.51 -3.95
C 1.36 -7.07 1.81
C -1.08 -5.15 -7.99
C 2.92 -8.82 2.20
C 6.56 -4.37 -1.19
C 0.18 -3.75 7.33
C 2.45 10.11 1.46
C -6.49 4.23 1.68
C -0.42 -4.12 -5.44
C 0.39 2.72 -7.18
C 2.22 -7.75 2.67
C -7.20 -0.99 5.05
C -7.06 2.28 -0.16
C -7.32 4.55 0.55
C 1.22 -7.55 0.44
C -0.21 -2.72 6.55
C -6.07 -2.88 4.01
C 1.45 1.62 0.02
C 0.09 -3.62 8.67
C 5.45 -2.87 0.25
H 0.22 1.18 -1.62
H -6.23 -6.92 -1.46
H 5.42 2.20 3.76
H 6.06 5.34 -5.55
H 3.48 -9.32 2.97
H -7.46 -5.72 -1.61
H -1.49 3.30 -8.28
H -1.63 -0.71 8.79
H -5.38 -1.99 5.75
H -7.74 -0.44 5.83
H 6.74 3.04 4.79
H 1.27 2.62 -0.37
H -0.74 -1.07 -0.67
H 4.90 -2.89 -1.70
H 0.80 -6.17 2.01
H 1.25 1.62 -8.86
H -5.09 -2.59 3.63
H -8.36 3.62 -1.06
H 4.48 6.78 -7.29
H 2.57 1.97 6.20
H 3.41 1.11 4.83
H -6.60 -5.62 -0.18
H -0.85 -2.48 10.27
H -5.61 1.11 0.82
H -6.53 -0.15 4.87
H 6.11 -5.07 -1.89
H 3.15 -10.15 0.44
H 1.44 10.05 1.86
H 2.49 10.97 0.80
H -0.06 1.86 -6.69
H -6.76 -2.97 -2.50
H 4.49 10.29 1.94
H -0.09 -2.82 5.48
H 3.38 8.90 -0.26
H 7.64 -4.25 -1.22
H 2.49 -7.40 3.66
H 6.74 -5.55 0.73
H 0.80 3.22 -6.30
H 1.73 0.26 -1.56
H 3.88 0.83 6.51
H 0.56 -6.89 -0.11
H 1.55 -9.08 -0.99
H -6.41 4.97 2.47
H 2.49 1.39 0.27
H -7.30 1.57 -0.94
H -1.76 -5.28 -8.83
H -0.90 -4.17 -4.46
H 6.09 1.50 5.27
H 0.15 -5.01 -5.70
H -7.69 5.56 0.45
H -1.03 -0.87 6.26
H 5.03 4.72 -3.41
H -6.06 -2.86 -0.83
H 5.21 -5.73 -0.10
H 2.81 5.36 -2.94
H -6.07 -3.93 4.32
H 1.66 8.61 -0.03
H -0.13 -4.88 -8.46
H -5.15 -2.35 -2.15
H -5.22 2.66 2.62
H 0.10 -3.15 -5.45
H 3.40 10.41 3.34
H 0.65 -1.14 0.26
H -1.01 4.41 -7.06
H 0.50 -4.70 6.93
H 2.48 2.49 -7.94
H 6.44 -2.10 -1.37
H 0.49 -4.34 9.37
H 2.39 7.42 -6.54
H 1.31 6.62 -4.42
H -6.92 -2.90 5.98
H -0.92 -6.13 -7.54
```

Calculated values
total energy = -4120.7941 a.u.
charge = 0
max |F| = 4.68 eV Å⁻¹
HOMO level = -8.6 eV

Atom charges from the Mulliken analysis, given in e for atoms 1 to 99: atom 1 (S): 0.46, atom 2 (S): 0.52, atom 3 (S): 0.51, atom 4 (O): -0.62, atom 5 (O): -0.34, atom 6 (O): -0.31, atom 7 (O): -0.64, atom 8 (O): -0.33, atom 9 (O): -0.63, atom 10 (O): -0.63, atom 11 (O): -0.33, atom 12 (O): -0.59, atom 13 (O): -0.61, atom 14 (O): -0.63, atom 15 (O): -0.35, atom 16 (O): -0.59, atom 17 (C): -0.83, atom 18 (C): -0.52, atom 19 (C): -0.65, atom 20 (C): -0.41, atom 21 (C): -0.22, atom 22 (C): -0.39, atom 23 (C): -0.44, atom 24 (C): -0.13, atom 25 (C): -0.87, atom 26 (C): -0.82, atom 27 (C): 0.52, atom 28 (C): -0.22, atom 29 (C): -0.42, atom 30 (C): -0.38, atom 31 (C): -0.69, atom 32 (C): -0.43, atom 33 (C): 0.47, atom 34 (C): -0.44, atom 35 (C): -0.32, atom 36 (C): -0.90, atom 37 (C): -0.48, atom 38 (C): 0.57, atom 39 (C): -0.40, atom 40 (C): -0.38, atom 41 (C): -0.45, atom 42 (C): -0.66, atom 43 (C): 0.49, atom 44 (C): -0.45, atom 45 (C): -0.61, atom 46 (C): -0.30, atom 47 (C): -0.31, atom 48 (C): -0.53, atom 49 (C): -0.96, atom 50 (C): -0.54, atom 51 (C): -0.41, atom 52 (C): -0.37, atom 53 (C): -0.50, atom 54 (C): -0.26, atom 55 (C): -0.74, atom 56 (C): -0.34, atom 57 (C): -0.22, atom 58 (C): -0.48, atom 59 (C): -0.39, atom 60 (C): -0.41, atom 61 (C): -0.13, atom 62 (C): -0.20, atom 63 (C): -0.26, atom 64 (C): -0.19, atom 65 (C): -0.25, atom 66 (C): 0.48, atom 67 (H): 0.26, atom 68 (H): 0.29, atom 69 (H): 0.31, atom 70 (H): 0.39, atom 71 (H): 0.38, atom 72 (H): 0.35, atom 73 (H): 0.26, atom 74 (H): 0.33, atom 75 (H): 0.36, atom 76 (H): 0.39, atom 77 (H): 0.33, atom 78 (H): 0.18, atom 79 (H): 0.41, atom 80 (H): 0.21, atom 81 (H): 0.37, atom 82 (H): 0.26, atom 83 (H): 0.29, atom 84 (H): 0.30, atom 85 (H): 0.40, atom 86 (H): 0.29, atom 87 (H): 0.33, atom 88 (H): 0.25, atom 89 (H): 0.35, atom 90 (H): 0.39, atom 91 (H): 0.17, atom 92 (H): 0.26, atom 93 (H): 0.34, atom 94 (H): 0.30, atom 95 (H): 0.30, atom 96 (H): 0.41, atom 97 (H): 0.36, atom 98 (H): 0.27, atom 99 (H): 0.39

=====

Entry 2:
Formula: C7H14OPPb
Source: OMol25
Level of theory: ωB97M-V/def2-TZVPD

XYZ file:
```
24
C7H14OPPb | OMol25 | ωB97M-V/def2-TZVPD
Pb -1.56 0.01 -2.00
P -0.54 -2.38 -1.91
O -2.63 -0.79 0.07
C 1.31 2.19 1.47
C -1.78 -0.81 1.26
C 1.53 0.45 -0.05
C -2.61 -1.18 2.48
C 2.40 0.20 1.05
C 2.25 1.26 1.99
C 0.83 1.70 0.22
H 3.06 -0.66 1.15
H 0.90 -2.53 -2.01
H 0.11 2.18 -0.45
H -1.95 -1.27 3.35
H -3.13 -2.15 2.36
H 2.77 1.34 2.94
H -3.56 -0.77 0.36
H 1.42 -0.15 -0.95
H 1.00 3.12 1.94
H -0.99 -3.18 -3.01
H -0.97 -1.52 1.04
H -1.32 0.18 1.36
H -3.35 -0.41 2.71
H -0.88 -3.21 -0.78
```

Calculated values
total energy = -884.4157 a.u.
charge = -1
max |F| = 1.55 eV Å⁻¹
HOMO level (alpha / beta) = -1.8 / -1.8 eV

Electronic structure analysis, natural (NBO) charges in units of e: atom 1 (Pb): -0.08, atom 2 (P): 0.03, atom 3 (O): -0.76, atom 4 (C): -0.37, atom 5 (C): -0.09, atom 6 (C): -0.38, atom 7 (C): -0.65, atom 8 (C): -0.37, atom 9 (C): -0.37, atom 10 (C): -0.38, atom 11 (H): 0.18, atom 12 (H): -0.01, atom 13 (H): 0.19, atom 14 (H): 0.23, atom 15 (H): 0.20, atom 16 (H): 0.17, atom 17 (H): 0.49, atom 18 (H): 0.18, atom 19 (H): 0.18, atom 20 (H): 0.00, atom 21 (H): 0.19, atom 22 (H): 0.23, atom 23 (H): 0.20, atom 24 (H): 0.01

=====

Entry 3:
Formula: C11H29AgFO8P
Source: OMol25
Level of theory: ωB97M-V/def2-TZVPD

XYZ file:
```
51
C11H29AgFO8P | OMol25 | ωB97M-V/def2-TZVPD
Ag -2.07 2.18 2.63
P 1.36 3.06 3.25
F -1.58 1.03 0.50
O 2.26 1.99 2.35
O 2.30 3.43 4.55
O 1.21 4.38 2.36
O -2.32 -6.30 0.43
O -1.06 -3.73 0.89
O 1.67 0.50 -2.99
O -0.98 0.75 -4.12
O 0.07 2.43 3.59
C 2.47 1.60 -3.28
C -0.89 -6.20 0.58
C -0.74 -2.42 0.50
C -0.29 -4.79 0.25
C -2.11 1.27 -4.92
C 0.49 0.77 -2.20
C 1.77 3.95 5.71
C 1.74 0.75 1.85
C -2.75 -5.97 -0.85
C 0.45 4.40 1.21
C -0.57 1.54 -2.96
H -0.30 -6.90 -0.02
H 1.78 0.62 0.77
H 0.76 -4.77 0.55
H -1.43 1.68 -2.30
H 2.10 2.35 -3.97
H -0.24 2.50 -3.36
H -0.62 4.39 1.43
H 2.76 2.12 -2.36
H 0.75 0.42 2.16
H -3.03 1.10 -4.36
H 2.39 -0.02 2.29
H -1.12 -1.60 1.11
H -3.84 -6.03 -0.86
H -0.59 -6.38 1.61
H 3.40 1.23 -3.72
H 2.24 4.88 6.03
H 0.79 1.43 -1.39
H -2.32 -6.70 -1.53
H -0.20 -4.72 -0.84
H 2.04 3.23 6.48
H 0.64 5.33 0.67
H -2.28 0.72 -5.85
H 0.67 3.53 0.58
H -1.30 -2.27 -0.42
H 0.70 4.17 5.64
H 0.08 -0.14 -1.77
H -2.48 -4.94 -1.07
H 0.31 -2.19 0.32
H -2.09 2.34 -5.14
```

Calculated values
total energy = -1626.5193 a.u.
charge = 0
max |F| = 4.52 eV Å⁻¹
HOMO level = -9.2 eV

Electronic structure analysis, natural (NBO) charges in units of e: atom 1 (Ag): 0.93, atom 2 (P): 2.59, atom 3 (F): -0.93, atom 4 (O): -0.81, atom 5 (O): -0.77, atom 6 (O): -0.80, atom 7 (O): -0.52, atom 8 (O): -0.55, atom 9 (O): -0.53, atom 10 (O): -0.56, atom 11 (O): -1.21, atom 12 (C): -0.25, atom 13 (C): -0.08, atom 14 (C): -0.26, atom 15 (C): -0.09, atom 16 (C): -0.25, atom 17 (C): -0.07, atom 18 (C): -0.25, atom 19 (C): -0.26, atom 20 (C): -0.25, atom 21 (C): -0.25, atom 22 (C): -0.10, atom 23 (H): 0.16, atom 24 (H): 0.20, atom 25 (H): 0.17, atom 26 (H): 0.20, atom 27 (H): 0.16, atom 28 (H): 0.16, atom 29 (H): 0.17, atom 30 (H): 0.15, atom 31 (H): 0.22, atom 32 (H): 0.17, atom 33 (H): 0.18, atom 34 (H): 0.22, atom 35 (H): 0.19, atom 36 (H): 0.19, atom 37 (H): 0.19, atom 38 (H): 0.19, atom 39 (H): 0.16, atom 40 (H): 0.16, atom 41 (H): 0.16, atom 42 (H): 0.19, atom 43 (H): 0.20, atom 44 (H): 0.19, atom 45 (H): 0.20, atom 46 (H): 0.17, atom 47 (H): 0.19, atom 48 (H): 0.21, atom 49 (H): 0.17, atom 50 (H): 0.16, atom 51 (H): 0.16

=====

Entry 4:
Formula: C17H16F8N2O
Source: OMol25
Level of theory: ωB97M-V/def2-TZVPD

XYZ file:
```
44
C17H16F8N2O | OMol25 | ωB97M-V/def2-TZVPD
F 5.32 -0.04 -4.69
F 0.78 -1.29 -0.49
F 3.25 -0.95 0.69
F 3.82 0.41 -0.92
F 3.35 1.33 -3.48
F 4.63 -1.15 -2.94
F 2.46 -2.02 -1.66
F 2.81 0.52 -5.43
O 1.40 -0.12 -2.24
N -3.25 2.88 3.03
N -5.75 0.32 3.98
C 3.05 0.19 -4.13
C 0.26 -2.23 2.69
C -4.79 0.12 1.58
C 0.75 0.24 2.61
C 4.28 -0.73 -4.17
C 1.74 -0.40 -3.58
C -3.98 1.35 1.05
C 0.46 1.54 2.20
C -0.06 -0.82 2.25
C -1.49 0.70 1.04
C -5.31 0.30 2.93
C -0.65 1.75 1.40
C -1.18 -0.60 1.45
C -3.60 2.23 2.16
C -2.74 0.92 0.22
C 2.77 -0.11 -0.26
C 1.86 -0.90 -1.20
H -4.15 -0.76 1.63
H 4.09 -1.60 -4.80
H -5.64 -0.02 0.93
H 1.65 -1.46 -3.81
H -4.62 1.97 0.43
H -0.92 2.74 1.05
H -1.81 -1.43 1.15
H 1.06 -2.24 3.42
H 1.05 2.39 2.47
H -0.62 -2.65 3.16
H 2.21 0.70 0.21
H -2.59 1.62 -0.59
H 0.51 -2.86 1.83
H 1.64 0.07 3.22
H -3.00 -0.03 -0.25
H 0.96 0.10 -4.15
```

Calculated values
total energy = -1641.0617 a.u.
charge = 0
SMILES = Cc1cccc(C[C@H](C#N)CC#N)c1.FC(F)C(F)(F)COC(F)(F)C(F)F
max |F| = 1.01 eV Å⁻¹
HOMO level = -9.3 eV

Electronic structure analysis, natural (NBO) charges in units of e: atom 1 (F): -0.32, atom 2 (F): -0.32, atom 3 (F): -0.32, atom 4 (F): -0.32, atom 5 (F): -0.31, atom 6 (F): -0.32, atom 7 (F): -0.32, atom 8 (F): -0.33, atom 9 (O): -0.51, atom 10 (N): -0.29, atom 11 (N): -0.29, atom 12 (C): 0.60, atom 13 (C): -0.65, atom 14 (C): -0.49, atom 15 (C): -0.26, atom 16 (C): 0.52, atom 17 (C): -0.13, atom 18 (C): -0.30, atom 19 (C): -0.20, atom 20 (C): 0.11, atom 21 (C): -0.03, atom 22 (C): 0.27, atom 23 (C): -0.21, atom 24 (C): -0.25, atom 25 (C): 0.27, atom 26 (C): -0.39, atom 27 (C): 0.50, atom 28 (C): 0.85, atom 29 (H): 0.26, atom 30 (H): 0.14, atom 31 (H): 0.26, atom 32 (H): 0.21, atom 33 (H): 0.25, atom 34 (H): 0.22, atom 35 (H): 0.20, atom 36 (H): 0.22, atom 37 (H): 0.22, atom 38 (H): 0.22, atom 39 (H): 0.17, atom 40 (H): 0.23, atom 41 (H): 0.22, atom 42 (H): 0.22, atom 43 (H): 0.22, atom 44 (H): 0.23

=====

Entry 5:
Formula: C22H38BrCl16N4OPS
Source: OMol25
Level of theory: ωB97M-V/def2-TZVPD

XYZ file:
```
84
C22H38BrCl16N4OPS | OMol25 | ωB97M-V/def2-TZVPD
Br -0.97 0.43 2.58
Cl 0.86 -4.98 -0.68
Cl 1.50 -0.33 0.07
Cl -5.33 5.05 4.30
Cl -2.28 0.10 6.21
Cl 2.06 1.64 -5.86
Cl -0.98 0.45 -6.85
Cl 2.53 -2.65 -5.95
Cl -3.55 -1.97 3.82
Cl 2.40 -0.73 -3.20
Cl -9.12 3.07 1.28
Cl 11.52 -3.29 -3.19
Cl 9.36 -5.72 -2.14
Cl -0.04 -4.58 2.59
Cl -5.90 3.41 0.22
Cl 5.28 -4.24 -4.69
Cl -8.75 5.25 4.19
S 4.57 3.86 0.82
P -2.03 3.72 1.47
O -2.55 4.12 3.06
N 0.28 5.51 0.72
N -2.93 2.35 0.90
N 3.16 4.78 0.70
N 4.05 2.36 1.35
C -6.35 6.46 4.70
C 2.66 2.45 1.49
C -3.56 -1.13 6.42
C -3.33 -2.34 5.54
C 1.26 -6.06 0.69
C 0.54 0.42 -7.78
C 2.22 3.84 1.08
C 2.94 -4.38 -6.11
C -7.66 6.06 5.34
C -0.22 3.17 1.53
C 10.07 -3.88 -4.04
C -7.65 2.74 2.22
C 0.27 1.80 1.96
C 0.75 4.21 1.10
C 1.68 -1.87 -0.81
C 1.75 0.22 -6.90
C -6.52 3.69 1.87
C 3.64 -4.91 -4.88
C 2.79 -1.81 -1.84
C 1.69 1.42 1.94
C 8.96 -4.27 -3.09
C 0.15 -6.12 1.71
H 0.38 -6.88 2.45
H 3.75 -5.99 -4.96
H -5.69 3.55 2.56
H -2.44 1.88 0.14
H 2.00 -4.91 -6.26
H 8.74 -3.46 -2.39
H 8.06 -4.50 -3.65
H 2.96 -2.80 -2.26
H 2.02 0.40 2.25
H -3.54 -1.42 7.47
H -7.51 5.40 6.19
H 10.37 -4.72 -4.67
H -7.91 2.85 3.27
H -7.36 1.71 2.05
H 0.60 1.35 -8.35
H -3.90 2.58 0.67
H 2.20 -5.71 1.13
H -2.33 -2.75 5.68
H -4.06 -3.11 5.80
H 9.74 -3.08 -4.69
H 2.64 0.08 -7.51
H -4.51 -0.65 6.21
H -5.77 7.07 5.40
H 1.43 -7.05 0.27
H 3.73 -1.46 -1.39
H 3.54 -4.50 -7.01
H -2.86 5.04 2.99
H -8.19 6.96 5.69
H 1.64 -0.65 -6.25
H -0.81 -6.36 1.25
H 3.08 -4.69 -3.97
H 0.73 -2.11 -1.27
H 1.91 -2.64 -0.07
H -6.84 4.73 1.94
H -6.50 7.04 3.79
H 1.13 6.10 0.66
H 0.46 -0.41 -8.49
H -0.27 5.95 1.47
```

Calculated values
total energy = -11831.9384 a.u.
charge = 0
max |F| = 4.59 eV Å⁻¹
HOMO level = -7.3 eV

Electronic structure analysis, Mulliken charges in units of e: atom 1 (Br): -0.08, atom 2 (Cl): -0.15, atom 3 (Cl): 0.02, atom 4 (Cl): -0.14, atom 5 (Cl): -0.16, atom 6 (Cl): -0.19, atom 7 (Cl): -0.19, atom 8 (Cl): -0.15, atom 9 (Cl): -0.17, atom 10 (Cl): -0.11, atom 11 (Cl): -0.19, atom 12 (Cl): -0.19, atom 13 (Cl): -0.19, atom 14 (Cl): -0.15, atom 15 (Cl): -0.27, atom 16 (Cl): -0.17, atom 17 (Cl): -0.15, atom 18 (S): 0.17, atom 19 (P): 0.10, atom 20 (O): -0.46, atom 21 (N): -0.63, atom 22 (N): -0.18, atom 23 (N): -0.64, atom 24 (N): -0.62, atom 25 (C): -0.57, atom 26 (C): 0.65, atom 27 (C): -0.44, atom 28 (C): -0.46, atom 29 (C): -0.52, atom 30 (C): -0.44, atom 31 (C): 0.98, atom 32 (C): -0.56, atom 33 (C): -0.44, atom 34 (C): -0.09, atom 35 (C): -0.44, atom 36 (C): -0.53, atom 37 (C): 0.27, atom 38 (C): 0.18, atom 39 (C): -0.50, atom 40 (C): 0.03, atom 41 (C): 0.04, atom 42 (C): -0.30, atom 43 (C): -0.09, atom 44 (C): -1.61, atom 45 (C): -0.12, atom 46 (C): -0.44, atom 47 (H): 0.31, atom 48 (H): 0.34, atom 49 (H): -0.01, atom 50 (H): 0.26, atom 51 (H): 0.30, atom 52 (H): 0.34, atom 53 (H): -0.01, atom 54 (H): -0.04, atom 55 (H): 0.70, atom 56 (H): 0.31, atom 57 (H): 0.30, atom 58 (H): 0.32, atom 59 (H): 0.28, atom 60 (H): 0.40, atom 61 (H): 0.34, atom 62 (H): -0.02, atom 63 (H): 0.31, atom 64 (H): 0.29, atom 65 (H): 0.34, atom 66 (H): 0.29, atom 67 (H): 0.36, atom 68 (H): 0.30, atom 69 (H): 0.40, atom 70 (H): 0.35, atom 71 (H): 0.33, atom 72 (H): 0.35, atom 73 (H): 0.34, atom 74 (H): 0.34, atom 75 (H): -0.14, atom 76 (H): 0.30, atom 77 (H): 0.13, atom 78 (H): 0.32, atom 79 (H): 0.11, atom 80 (H): 0.26, atom 81 (H): 0.31, atom 82 (H): 0.34, atom 83 (H): 0.29, atom 84 (H): 0.23

=====

Entry 6:
Formula: C2H5N3O
Source: OMol25
Level of theory: ωB97M-V/def2-TZVPD

XYZ file:
```
11
C2H5N3O | OMol25 | ωB97M-V/def2-TZVPD
O 0.30 -0.61 -0.21
N 1.38 0.38 -0.30
N -2.10 -0.70 0.01
N -0.80 1.33 0.07
C -0.92 0.11 0.02
C 2.44 -0.25 0.28
H -1.95 -1.77 0.02
H -1.76 1.96 0.16
H -3.03 -0.46 0.55
H 2.36 -1.28 0.42
H 3.45 0.26 0.26
```

Calculated values
total energy = -318.5882 a.u.
charge = 0
SMILES = [H]/N=C(\N)ON=C
max |F| = 5.90 eV Å⁻¹
HOMO level = -9.5 eV

Electronic structure analysis, natural (NBO) charges in units of e: atom 1 (O): -0.44, atom 2 (N): -0.05, atom 3 (N): -0.89, atom 4 (N): -0.71, atom 5 (C): 0.67, atom 6 (C): -0.14, atom 7 (H): 0.40, atom 8 (H): 0.36, atom 9 (H): 0.42, atom 10 (H): 0.18, atom 11 (H): 0.20